The following is a quantum chemistry calculation of 2 unconnected molecules or ions with the total composition C7H12, from OMol25.

Each line ends with the natural charge from an NBO analysis.
Positions of all 19 atoms, in Å:
1 C 2.3536 0.4636 -1.2918  -0.64
2 C 0.8587 0.4519 -1.3952  -0.19
3 C 0.0137 0.1069 -0.4204  -0.02
4 C -1.3908 -0.2773 -0.6338  -0.22
5 C -1.8201 -1.0470 0.3699  -0.17
6 C -0.7645 -1.2123 1.4409  -0.44
7 C 0.3026 -0.1719 1.0416  -0.44
8 H 2.7686 -0.1311 -2.1147  0.22
9 H 2.7943 1.4641 -1.3625  0.22
10 H 2.6875 0.0083 -0.3546  0.21
11 H 0.4393 0.6325 -2.3857  0.19
12 H -1.9348 -0.0430 -1.5445  0.22
13 H -2.7776 -1.5575 0.4023  0.21
14 H -1.1553 -1.0531 2.4520  0.21
15 H -0.3486 -2.2291 1.4160  0.21
16 H 1.3282 -0.4937 1.2420  0.22
17 H 0.1400 0.7538 1.6109  0.22
18 H -2.0052 1.9248 0.8770  0.00
19 H -1.4896 2.4102 0.6506  0.00

## Properties
- HOMO: -8.11 eV
- Calculated total energy: -273.84968 a.u.
- Kohn-Sham gap: 9.239 eV
- Spin multiplicity: 1



The following is a quantum chemistry calculation of C7H12 in the gas phase, from OMol25.

Each line ends with the natural charge from an NBO analysis.
Positions of all 19 atoms, in Å:
1 C 1.9761 1.1653 -0.2242  -0.64
2 C 1.5093 -0.0403 0.4796  -0.41
3 C 0.0419 -0.5558 -0.0608  0.05
4 C 0.0167 -1.7879 -0.7355  -0.37
5 C -0.9571 -0.0880 1.4268  -0.31
6 C -0.9123 0.4294 0.0184  -0.21
7 C -2.2149 0.5137 -0.8376  -0.60
8 H 3.0519 1.3058 -0.4365  0.21
9 H 1.7744 2.1093 0.2721  0.22
10 H 1.5500 1.2496 -1.1834  0.21
11 H 2.1892 -0.9421 0.4357  0.20
12 H 1.4094 0.1160 1.5666  0.23
13 H -0.5240 -2.5782 -0.1935  0.20
14 H 0.5939 -2.0082 -1.6310  0.21
15 H -0.7989 -1.0714 1.8347  0.17
16 H -1.0541 0.5321 2.2793  0.17
17 H -2.6662 1.5000 -0.7582  0.22
18 H -2.0408 0.3452 -1.8597  0.21
19 H -2.9445 -0.1944 -0.3927  0.22

## Properties
- HOMO: -7.18 eV
- Calculated total energy: -273.59256 a.u.
- Kohn-Sham gap: 5.843 eV
- Spin multiplicity: 1



The following is a quantum chemistry calculation of a molecular structure, C7H12AgFO4Ti, from OMol25.

Each line ends with the natural charge from an NBO analysis.
Positions of all 26 atoms, in Å:
1 Ti -0.6600 4.6375 2.1736  1.04
2 Ag 1.9886 3.6739 0.2864  0.89
3 F -0.1048 2.9454 0.8250  -0.90
4 C -2.5539 0.6211 0.2396  -0.63
5 C -1.3049 -0.1681 0.6044  0.07
6 C -1.4827 -1.5060 1.3442  -0.10
7 O -0.7805 -2.4417 0.5200  -0.44
8 C -0.2801 -1.8372 -0.5708  0.97
9 O 0.3997 -2.3675 -1.3973  -0.52
10 O -0.6540 -0.5584 -0.5942  -0.52
11 H -2.2808 1.5082 -0.3293  0.24
12 H -3.0438 0.9945 1.1437  0.23
13 H -3.3164 0.0268 -0.2607  0.25
14 H -0.5653 0.4374 1.1393  0.19
15 H -2.5154 -1.8300 1.4628  0.23
16 H -1.0346 -1.4036 2.3320  0.21
17 C 2.0321 -0.5248 0.3591  -0.68
18 C 1.8257 0.3617 -0.8447  0.69
19 O 1.9894 1.5602 -0.7613  -0.28
20 C 1.5733 -0.3050 -2.1673  -0.67
21 H 2.9752 -1.0550 0.2073  0.31
22 H 1.2191 -1.2468 0.4603  0.26
23 H 2.0309 0.0427 1.2885  0.26
24 H 1.5599 0.3405 -3.0426  0.27
25 H 0.6215 -0.8555 -2.1046  0.35
26 H 2.3619 -1.0503 -2.3134  0.30

## Properties
- HOMO (alpha / beta): -14.12 / -17.27 eV
- Calculated total energy: -1670.37089 a.u.
- Charge: +2
- Kohn-Sham gap (alpha / beta): 6.192 / 5.294 eV
- Spin multiplicity: 5
- ⟨S²⟩: 6.009



The following is a quantum chemistry calculation of 2 unconnected molecules or ions with the total composition C7H12BCl2NO2, from OMol25.

Each line ends with the natural charge from an NBO analysis.
Positions of all 25 atoms, in Å:
1 C -0.4770 1.8085 -1.2635  -0.62
2 C 0.3832 1.2471 -0.1550  -0.17
3 Cl 1.5417 2.5131 0.3766  -0.02
4 C -0.4098 0.8024 1.0723  -0.55
5 Cl -1.0092 -0.8620 0.7340  -0.08
6 B 0.5333 0.7858 2.3542  0.72
7 C 1.5798 -0.3568 2.6645  -0.92
8 C 2.7865 -0.4118 1.7535  0.81
9 O 3.7254 0.3556 1.8682  -0.55
10 O 2.8328 -1.4467 0.8565  -0.71
11 H -1.3302 1.1716 -1.4573  0.22
12 H 0.1238 1.8978 -2.1616  0.23
13 H -0.8161 2.8076 -1.0156  0.22
14 H 0.9326 0.3899 -0.5199  0.22
15 H -1.2662 1.4511 1.1976  0.24
16 H 0.3762 1.6476 3.1593  -0.07
17 H 1.1043 -1.3343 2.6502  0.27
18 H 1.9744 -0.1992 3.6604  0.27
19 H 2.0872 -1.4220 0.2508  0.49
20 C -2.9280 -1.9005 -2.7048  -0.72
21 C -1.5009 -1.6279 -2.6106  0.31
22 N -0.3797 -1.4092 -2.5269  -0.35
23 H -3.1477 -2.8671 -2.2572  0.26
24 H -3.4843 -1.1289 -2.1766  0.26
25 H -3.2322 -1.9118 -3.7490  0.26

## Properties
- HOMO: -10.29 eV
- Calculated total energy: -1424.39187 a.u.
- Kohn-Sham gap: 10.434 eV
- Spin multiplicity: 1



The following is a quantum chemistry calculation of C7H12BN in the gas phase, from OMol25.

Each line ends with the natural charge from an NBO analysis.
Positions of all 21 atoms, in Å:
1 B 1.1485 1.1800 -0.5428  0.71
2 C 1.0525 -2.2644 0.3154  -0.40
3 C -1.8909 0.6440 1.5366  -0.31
4 C -2.9282 -0.1995 -1.1585  -0.34
5 C 0.5178 -1.2130 -0.2825  -0.16
6 C -1.2898 0.3673 0.3856  0.20
7 C 2.7015 1.2822 -0.3027  -1.01
8 C 0.3546 0.1406 0.3409  -0.64
9 N -1.8711 0.4025 -0.8494  -0.30
10 H 0.6140 1.7894 -1.3867  -0.08
11 H 1.1214 -3.2178 -0.1826  0.20
12 H 1.4420 -2.2148 1.3180  0.19
13 H -2.9483 0.8521 1.5834  0.20
14 H -1.3400 0.7325 2.4557  0.20
15 H -3.3282 -0.0480 -2.1508  0.19
16 H -3.4702 -0.8823 -0.4956  0.19
17 H 0.1315 -1.2981 -1.2890  0.21
18 H 2.9288 1.5429 0.7309  0.24
19 H 3.2102 1.9963 -0.9447  0.23
20 H 3.1658 0.3075 -0.4618  0.25
21 H 0.6780 0.1008 1.3807  0.22

## Properties
- HOMO (alpha / beta): -5.28 / -9.49 eV
- Calculated total energy: -353.30195 a.u.
- Kohn-Sham gap (alpha / beta): 5.852 / 7.056 eV
- Spin multiplicity: 3
- ⟨S²⟩: 2.027



The following is a quantum chemistry calculation of 2 unconnected molecules or ions with the total composition C7H12Br2F4O4S, from OMol25.

Each line ends with the natural charge from an NBO analysis.
Positions of all 30 atoms, in Å:
1 O -2.3537 1.3695 2.3754  -0.87
2 S -2.4530 -0.1166 2.1862  1.70
3 O -0.8216 -0.6255 2.2479  -0.70
4 C -0.6617 -1.9241 1.6277  -0.11
5 C 0.9162 -2.2724 1.7534  -0.46
6 C 1.7521 -1.1217 0.9764  0.04
7 F 2.7013 -0.4634 1.8448  -0.39
8 O -3.0787 -0.5136 0.6653  -0.70
9 C -3.3913 0.6418 -0.1363  0.18
10 O -4.5328 1.3924 0.3312  -0.51
11 C -4.4549 2.7444 -0.0132  1.17
12 F -5.5538 3.3831 0.5998  -0.32
13 F -3.3190 3.4012 0.4841  -0.32
14 F -4.5499 2.9162 -1.3959  -0.33
15 H -1.2411 -2.7557 2.1543  0.20
16 H -0.8690 -1.9228 0.4988  0.19
17 H 1.1548 -3.3022 1.3379  0.22
18 H 1.2132 -2.1496 2.8533  0.24
19 H 2.3389 -1.6623 0.1733  0.17
20 H 1.0888 -0.3080 0.5501  0.18
21 H -3.6676 0.2448 -1.1779  0.20
22 H -2.4400 1.2438 -0.2703  0.20
23 Br 4.4607 1.0571 -4.4901  -0.01
24 C 4.2888 0.9443 -2.5520  -0.45
25 C 3.9572 -0.4598 -2.1129  -0.45
26 Br 2.0805 -0.8774 -2.4343  -0.02
27 H 3.5389 1.6763 -2.2559  0.23
28 H 5.2614 1.2481 -2.1627  0.23
29 H 4.0910 -0.5665 -1.0346  0.23
30 H 4.5442 -1.2216 -2.6238  0.24

## Properties
- HOMO: -10.34 eV
- Calculated total energy: -6520.48057 a.u.
- Kohn-Sham gap: 10.598 eV
- Spin multiplicity: 1